(1)
Computed, not measured: a cluster of 4 separate species, C19H23F3N2O11S in total at a distorted geometry, with ωB97M-V/def2-TZVPD.

XYZ file:
```
59
C19H23F3N2O11S | OMol25 | ωB97M-V/def2-TZVPD
C -5.10 -5.33 -3.57
O -4.31 -4.33 -2.91
C -4.32 -3.16 -3.72
C -3.54 -1.99 -3.10
C -3.60 -0.81 -4.04
N -3.60 0.12 -4.69
C -2.04 -2.29 -2.76
C -1.30 -3.22 -3.78
C 0.08 -2.65 -4.13
F 1.17 -3.45 -3.90
C 0.34 -1.39 -4.63
F 0.25 -1.08 -5.91
F 0.71 -0.36 -3.88
C -4.20 -1.48 -1.76
O -4.11 -2.44 -0.76
S -3.31 0.01 -1.06
C -5.64 -1.03 -1.97
N -6.63 -0.67 -2.36
H -5.97 -5.60 -2.95
H -4.49 -6.25 -3.72
H -5.49 -4.98 -4.54
H -3.94 -3.42 -4.73
H -5.38 -2.84 -3.85
H -1.52 -1.32 -2.75
H -1.89 -2.71 -1.75
H -1.88 -3.47 -4.69
H -1.09 -4.17 -3.26
H -4.26 -1.95 0.07
H -3.70 1.08 -1.82
C -1.04 0.28 2.88
C -0.81 -0.86 3.83
O -1.69 -1.87 3.32
C -1.91 -1.59 2.01
O -2.47 -2.33 1.25
O -1.42 -0.38 1.67
H -0.15 0.88 2.73
H -1.86 0.93 3.20
H 0.22 -1.24 3.79
H -1.05 -0.61 4.86
C 3.85 2.89 1.99
C 3.75 1.75 1.01
O 3.20 0.70 1.81
C 2.54 1.28 2.85
O 1.84 0.68 3.60
O 2.79 2.61 2.91
H 3.71 3.86 1.53
H 4.80 2.90 2.54
H 3.06 1.97 0.19
H 4.72 1.47 0.60
C 7.06 5.07 4.97
C 7.28 6.53 4.66
O 6.45 6.72 3.51
C 5.49 5.77 3.53
O 4.54 5.75 2.81
O 5.74 4.83 4.48
H 7.13 4.85 6.04
H 7.76 4.42 4.43
H 6.93 7.18 5.46
H 8.31 6.76 4.43
```

For the LUMO energy, the calculation gives -0.02136 Eh. As for the structure (SMILES): COC[C@](C#N)(CCC(F)=C(F)F)[C@@](O)(S)C#N.O=C1OCCO1.O=C1OCCO1.O=C1OCCO1. The orbital gap comes out at 0.2606 Eh. The charge is 0. The calculation puts the largest force on an atom at 4.3 eV/Å. The HOMO energy is -0.2819 Ha.

(2)
Computed, not measured: the molecule CHClF2O at a distorted geometry, with ωB97M-V/def2-TZVPD.

XYZ file:
```
6
CHClF2O | OMol25 | ωB97M-V/def2-TZVPD
C -0.49 0.81 1.26
O 0.36 0.20 0.36
F -1.55 1.11 0.59
F 0.12 1.85 1.79
Cl -1.06 -0.39 2.58
H 1.31 0.05 0.52
```

For the LUMO energy, the calculation gives 0.02118 Eh. As for the structure (SMILES): OC(F)(F)Cl. The orbital gap comes out at 0.4457 Eh. The charge is 0. The calculation puts the largest force on an atom at 3.8 eV/Å. The HOMO energy is -0.4245 Ha.

(3)
Computed, not measured: a cluster of 2 separate species, C6H10N2 in total at a distorted geometry, with ωB97M-V/def2-TZVPD.

XYZ file:
```
18
C6H10N2 | OMol25 | ωB97M-V/def2-TZVPD
C -1.79 1.14 -1.03
C 1.15 -0.75 -1.50
C 0.36 -0.62 -0.46
C -0.20 -1.89 0.07
C -0.64 0.71 1.56
C 0.14 0.65 0.27
N -2.74 1.56 -1.53
N 1.06 1.65 0.13
H 1.67 0.05 -2.09
H 1.20 -1.80 -2.02
H 0.14 -2.72 -0.61
H 0.25 -2.15 1.02
H -1.30 -1.90 0.36
H 0.00 0.55 2.45
H -1.08 1.74 1.74
H -1.38 -0.05 1.65
H 1.68 1.56 -0.75
H 1.49 2.27 0.75
```

For the LUMO energy (spin up / spin down), the calculation gives -0.02127 / -0.02127 Eh. The orbital gap (spin up / spin down) comes out at 0.3156 / 0.3156 Eh. The charge is 0. The calculation puts the largest force on an atom at 5.1 eV/Å. The HOMO energy (spin up / spin down) is -0.3369 / -0.3369 Ha.

(4)
Computed, not measured: a cluster of 4 separate species, C12H33BrN3O3 in total at a distorted geometry, with ωB97M-V/def2-TZVPD.

XYZ file:
```
52
C12H33BrN3O3 | OMol25 | ωB97M-V/def2-TZVPD
Br -4.09 3.70 3.24
C 1.15 0.53 -3.48
C 1.56 -0.62 -2.57
C 3.05 -1.07 -2.92
O 3.07 -1.57 -4.29
C 2.21 -2.75 -4.64
N 1.41 -0.22 -1.18
H 0.12 0.86 -3.33
H 1.23 0.46 -4.57
H 1.90 1.28 -3.23
H 0.93 -1.50 -2.70
H 3.47 -1.87 -2.31
H 3.78 -0.26 -2.88
H 2.04 -3.60 -3.99
H 2.65 -3.14 -5.56
H 1.30 -2.32 -5.06
H 0.44 0.00 -1.03
H 1.74 -0.94 -0.56
C -4.96 -4.55 1.64
C -6.39 -4.18 1.97
C -7.24 -5.51 2.02
O -7.38 -5.99 0.66
C -8.37 -7.00 0.45
N -6.42 -3.46 3.28
H -4.65 -5.47 2.13
H -4.32 -3.77 2.03
H -4.89 -4.72 0.56
H -6.80 -3.44 1.28
H -8.21 -5.46 2.52
H -6.74 -6.28 2.61
H -9.25 -6.41 0.20
H -8.50 -7.77 1.21
H -8.06 -7.40 -0.52
H -6.10 -2.51 3.16
H -5.74 -3.84 3.92
C 3.21 6.61 0.21
C 4.26 5.92 1.08
C 5.65 6.62 1.29
O 6.45 5.93 2.25
C 7.51 5.20 1.70
N 3.64 5.76 2.36
H 2.34 5.96 0.13
H 3.63 6.61 -0.80
H 2.84 7.54 0.63
H 4.35 4.89 0.73
H 5.64 7.64 1.67
H 6.21 6.67 0.35
H 8.47 5.72 1.77
H 7.21 4.79 0.74
H 7.54 4.43 2.47
H 2.84 5.15 2.38
H 4.28 5.34 3.02
```

For the LUMO energy, the calculation gives 0.08238 Eh. The orbital gap comes out at 0.2065 Eh. The charge is -1. The calculation puts the largest force on an atom at 2.6 eV/Å. The HOMO energy is -0.1241 Ha.

(5)
Computed, not measured: a structure of composition H12O6 at a distorted geometry, with ωB97M-V/def2-TZVPD.

XYZ file:
```
18
H12O6 | OMol25 | ωB97M-V/def2-TZVPD
O 1.34 -1.69 1.38
H 1.33 -1.35 0.48
H 1.68 -0.96 1.90
O -1.34 -0.74 -1.71
H -1.65 -1.62 -1.46
H -2.14 -0.23 -1.83
O -0.32 -0.32 -3.37
H 0.55 -0.50 -3.01
H -0.90 -0.28 -2.60
O 0.45 2.61 0.93
H 0.34 1.66 0.95
H 0.55 2.85 1.85
O 0.05 0.68 1.87
H -0.64 0.71 2.54
H 0.78 0.24 2.31
O 0.30 -0.53 -0.22
H 0.21 -0.04 0.60
H -0.57 -0.49 -0.62
```

For the LUMO energy, the calculation gives -0.00803 Eh. The orbital gap comes out at 0.3481 Eh. The charge is 0. The calculation puts the largest force on an atom at 10.4 eV/Å. The HOMO energy is -0.3561 Ha.

(6)
Computed, not measured: the molecule C4H10N2O2S at a distorted geometry, with ωB97M-V/def2-TZVPD.

XYZ file:
```
19
C4H10N2O2S | OMol25 | ωB97M-V/def2-TZVPD
C 0.75 0.57 0.76
C -0.12 -0.27 -0.19
C -1.10 -1.35 0.41
C -1.00 0.81 -0.96
N 0.71 -0.97 -1.11
N 3.50 1.18 0.04
O 1.81 -0.21 -1.41
O 2.79 -1.33 0.65
S 2.51 0.02 0.09
H 0.78 1.54 0.45
H 0.62 0.28 1.85
H -1.99 -0.92 0.83
H -0.58 -2.14 1.09
H -1.47 -1.89 -0.44
H -1.53 1.42 -0.27
H -1.70 0.28 -1.58
H -0.46 1.42 -1.66
H 1.17 -1.76 -0.57
H 4.40 1.02 0.40
```

For the LUMO energy, the calculation gives 0.02603 Eh. As for the structure (SMILES): CC1(C)C[S@@](=N)(=O)ON1. The orbital gap comes out at 0.3786 Eh. The charge is 0. The calculation puts the largest force on an atom at 4.9 eV/Å. The HOMO energy is -0.3525 Ha.

Look up the charge of the second one. 0